264
Properties=species:S:1:pos:R:3:forces:R:3 method="wB97M-V/def2-TZVPD" multiplicity=1 total_energy_ha=-5023.47270 lumo_energy_ev=-6.71 charge=+3 homo_lumo_gap_ha=0.1096
C -2.729300 -15.101810 14.219160 0.041 0.458 0.228
N -1.187110 -15.154420 14.288210 -1.605 -1.100 -0.037
C -0.743040 -16.393000 15.103950 0.641 0.968 -0.967
C -0.808590 -15.382550 12.817140 -0.365 -0.053 0.571
C -0.537450 -13.857510 14.834420 0.034 -1.175 -0.134
C -1.103250 -13.422670 16.245310 -0.795 0.172 -1.755
O -2.095810 -12.428170 16.000360 0.438 -1.420 0.813
H -3.034510 -14.212320 13.668020 0.314 0.044 -0.014
H -3.238490 -15.046210 15.181310 0.575 0.014 0.239
H -3.128060 -15.971700 13.697270 0.426 -0.079 0.028
H -0.748800 -16.205330 16.177660 -0.442 0.109 -0.193
H 0.296940 -16.549140 14.817310 0.037 -0.049 0.084
H -1.290980 -17.286070 14.803490 -0.274 0.316 0.096
H -1.363550 -16.246350 12.451130 0.028 -0.046 0.222
H 0.250680 -15.611860 12.701090 -0.019 0.520 0.107
H -1.188190 -14.518120 12.272360 0.548 0.059 -0.053
H -0.683580 -13.089410 14.074960 -0.472 0.320 0.185
H 0.505420 -14.143010 14.696500 0.349 0.284 0.859
H -0.354870 -13.108320 16.972780 0.347 0.151 -0.312
H -1.633460 -14.259000 16.700870 0.022 -0.213 0.010
H -1.609540 -11.624310 15.803000 0.371 1.406 -0.715
C -2.463990 -3.311350 20.572510 1.041 -0.070 1.072
N -1.555030 -3.427560 21.832590 -0.747 0.289 -1.508
C -2.423190 -3.726160 23.095970 0.798 1.398 -0.945
C -0.573450 -4.581800 21.593300 -0.989 0.726 1.244
C -0.646450 -2.154430 21.930190 -0.068 -0.596 0.201
C -1.379920 -0.821420 21.955570 -0.090 -0.274 -0.002
O -2.312640 -0.856890 23.022050 -0.237 0.251 -0.357
H -2.893450 -4.292260 20.368860 -0.054 -0.053 0.163
H -1.836250 -3.004590 19.735890 0.070 -0.030 0.031
H -3.234910 -2.554000 20.714690 0.154 -0.089 0.223
H -2.671720 -4.785520 23.159940 0.429 0.121 0.075
H -3.299110 -3.081860 23.020280 -0.049 -0.292 -0.069
H -1.821140 -3.311170 23.904320 -0.102 -0.833 0.391
H -0.171410 -4.726120 22.596110 0.751 -0.125 -0.236
H 0.133730 -4.248080 20.833940 0.051 -0.502 0.221
H -1.146870 -5.480650 21.366700 -0.062 0.128 -0.377
H 0.043580 -2.244570 21.091240 -0.191 0.201 -0.190
H -0.019420 -2.284370 22.812250 -0.320 -0.121 0.262
H -1.806410 -0.589390 20.979680 -0.524 -0.229 -0.049
H -0.724630 0.036520 22.106010 0.537 -0.373 0.264
H -3.198120 -0.862300 22.651230 -0.106 0.222 0.163
C -1.071170 -5.269050 17.591340 -0.349 0.068 -0.863
N -0.863570 -5.994440 16.235450 -0.499 -1.444 1.857
C 0.320620 -6.963320 16.422880 -0.463 0.828 -0.865
C -2.110630 -6.879520 15.930860 0.223 1.248 0.097
C -0.715640 -5.016470 15.115100 -0.350 -0.483 0.238
C 0.577890 -4.298560 15.010010 1.352 0.495 -1.313
O 1.668810 -5.199320 14.727100 -0.509 -0.287 0.718
H -1.822550 -4.482980 17.516400 -0.033 0.018 -0.607
H -0.137460 -4.794530 17.893170 0.064 -0.377 0.006
H -1.496100 -5.929810 18.346940 0.508 -0.451 -0.122
H 0.400030 -7.411360 15.432390 0.163 -0.496 0.329
H 0.091750 -7.648670 17.238970 -0.118 0.064 -0.258
H 1.235780 -6.406480 16.624200 -0.259 0.044 0.136
H -2.225220 -7.659690 16.683390 0.166 0.228 0.012
H -2.056300 -7.296650 14.925300 0.542 -0.047 0.190
H -2.953610 -6.188520 15.931450 -0.149 -0.131 0.269
H -1.533860 -4.319510 15.296390 0.082 0.190 -0.407
H -0.863710 -5.523240 14.161490 -0.205 -0.333 0.235
H 0.783380 -3.587020 15.809740 0.162 -0.215 0.254
H 0.469330 -3.737860 14.081610 -0.304 0.601 0.194
H 2.391920 -4.750140 14.283300 -0.135 0.355 -0.009
C -4.257470 -19.342390 22.191570 -0.086 0.720 -0.562
C -2.963540 -18.649240 21.718860 -0.266 1.534 0.349
C -3.250780 -17.305330 20.913390 0.133 -2.229 -0.244
N -1.995900 -16.614900 20.403640 0.703 0.095 -1.381
C -1.265610 -17.449200 19.343620 -0.030 -0.495 0.206
C -0.991380 -16.251590 21.489210 -3.237 -2.927 2.607
C -0.411010 -14.988990 21.220410 1.899 2.487 -1.189
C -1.118820 -14.380830 20.002960 0.720 -0.192 -0.663
C -2.347700 -15.242450 19.768350 -0.187 -0.753 0.869
H -4.782810 -19.951040 21.455590 0.379 -0.063 -0.184
H -4.941900 -18.521650 22.406120 -0.279 -0.198 0.524
H -4.080180 -19.945620 23.081950 -0.025 0.155 -0.097
H -2.273950 -19.324590 21.212430 -0.037 0.160 -0.066
H -2.515380 -18.248500 22.628060 0.492 -0.513 0.145
H -3.849650 -16.604400 21.494920 0.387 0.055 0.189
H -3.857490 -17.602170 20.057880 0.133 0.380 -0.361
H -0.452220 -16.918580 18.848710 0.060 0.472 0.624
H -1.879050 -17.790300 18.509680 -0.703 0.197 0.426
H -0.855000 -18.339490 19.819940 -0.029 0.179 0.046
H -0.377300 -17.090830 21.815810 0.272 -0.051 -0.885
H -1.576630 -16.109770 22.397770 -0.632 -0.303 -0.034
H 0.626490 -15.210370 20.970020 0.287 1.024 0.284
H -0.559730 -14.299830 22.051700 0.676 -0.228 0.124
H -0.397280 -14.458830 19.189690 -0.329 0.069 -0.384
H -1.302030 -13.314580 20.135770 -0.382 -0.198 -0.071
H -2.659390 -15.451700 18.745040 0.065 0.283 0.070
H -3.199550 -14.903820 20.358080 -0.027 0.211 -0.220
C -3.773080 -11.810230 18.398400 -0.504 0.540 0.562
C -4.545240 -11.380710 19.701970 0.194 -0.861 -2.140
C -5.926510 -10.830370 19.289340 -0.393 -0.093 0.979
N -6.844280 -10.704200 20.542130 0.250 1.049 -0.245
C -6.215500 -9.622540 21.431520 0.305 -1.018 -0.794
C -7.165790 -12.053350 21.133060 -0.080 -1.278 -0.798
C -8.288800 -12.669630 20.248040 -0.938 0.764 1.172
C -9.028130 -11.398090 19.763380 -0.362 -2.283 -1.231
C -8.282940 -10.265200 20.320930 0.123 1.221 -1.182
H -4.207100 -12.646850 17.850860 -0.163 -0.187 0.250
H -2.743960 -12.047980 18.667650 0.050 -0.022 -0.144
H -3.746710 -10.985090 17.686680 0.192 0.088 0.147
H -3.873160 -10.643510 20.141230 -0.488 0.079 0.304
H -4.637670 -12.283140 20.306270 0.036 0.230 0.328
H -6.493320 -11.436520 18.582640 0.269 -0.361 0.047
H -5.783290 -9.865150 18.803620 -0.269 0.352 0.329
H -6.119030 -8.711080 20.841560 -0.620 0.062 -0.130
H -5.165750 -9.882270 21.568140 -0.310 -0.244 0.841
H -6.845700 -9.493000 22.311380 0.449 -0.054 0.045
H -7.598440 -11.812600 22.104120 0.446 -0.475 0.177
H -6.358420 -12.784610 21.094170 0.382 0.691 0.815
H -8.942650 -13.285070 20.865960 0.130 0.071 0.323
H -8.073880 -13.333710 19.410830 0.880 0.299 0.059
H -10.071720 -11.361290 20.075900 0.081 -0.005 -0.335
H -8.951950 -11.525670 18.683560 -0.618 1.001 -0.199
H -8.732460 -10.036890 21.287310 0.527 0.453 0.085
H -8.315670 -9.433550 19.617090 0.078 0.365 0.366
C -7.763600 -14.140040 14.178000 -0.198 -0.309 0.332
C -6.505260 -13.328880 14.109300 1.026 1.200 -0.259
C -6.773840 -11.882400 13.671810 0.257 0.963 -0.342
N -5.572560 -10.933060 13.721860 -1.703 1.659 0.595
C -4.584340 -11.269000 12.657630 0.112 -0.930 1.139
C -5.004430 -10.885880 15.102630 1.857 -1.324 0.964
C -4.485590 -9.512610 15.458650 -0.083 1.284 -1.183
C -4.882350 -8.633360 14.216750 0.561 0.376 0.274
C -6.009060 -9.424540 13.546960 -0.140 0.210 0.027
H -7.500160 -15.108880 14.602310 -0.232 -0.196 -0.159
H -8.231550 -14.278160 13.203290 -0.002 0.005 0.084
H -8.468900 -13.667930 14.861930 -0.156 0.065 -0.126
H -5.747980 -13.770080 13.461240 -0.163 -0.263 -0.431
H -5.992290 -13.320480 15.071020 -0.254 0.135 0.396
H -7.523110 -11.385160 14.287800 -0.278 -0.277 0.182
H -7.067590 -11.774360 12.627710 -0.407 -0.483 -0.001
H -4.972670 -11.012580 11.671960 0.200 0.412 0.264
H -4.508230 -12.355530 12.699480 0.265 -0.032 -0.177
H -3.618740 -10.865680 12.962670 -0.002 0.301 -0.617
H -4.238340 -11.661240 15.108130 0.441 0.186 -0.048
H -5.566800 -11.158020 15.995810 -1.528 -0.440 -1.051
H -3.431870 -9.545540 15.735570 0.130 0.207 -0.319
H -5.035570 -9.100840 16.304860 0.008 -0.119 0.085
H -4.098650 -8.302450 13.535270 0.598 -1.279 -0.421
H -5.100860 -7.596530 14.472350 -1.309 -0.239 0.558
H -6.207240 -9.138060 12.514120 0.289 -0.378 -0.096
H -6.972310 -9.306020 14.043140 0.130 -0.143 0.365
C -6.354510 -2.820990 18.238900 -0.739 -0.063 1.207
C -5.849680 -3.714240 19.397100 -0.714 -0.722 0.599
N -6.908500 -4.264630 20.441820 0.867 0.578 0.852
C -7.478810 -3.119390 21.247530 0.179 0.031 -0.395
C -8.028380 -4.984120 19.772070 0.231 -0.353 -0.227
C -7.630010 -6.231170 18.955240 -1.161 0.549 0.582
C -6.100980 -5.175440 21.488760 -1.893 -0.376 -1.308
C -7.038150 -5.911430 22.514800 0.914 1.474 -0.326
O -7.544320 -4.954540 23.446330 -0.388 -0.910 -0.403
C -8.274210 -5.618820 24.471930 0.362 -0.589 0.963
H -6.878850 -3.276080 17.398630 0.618 -0.615 -0.058
H -5.519980 -2.194860 17.923280 -0.107 -0.134 -0.203
H -7.132080 -2.160000 18.621760 0.209 0.411 0.185
H -5.179440 -3.180320 20.070750 0.001 0.216 -0.274
H -5.329350 -4.615360 19.072530 -0.031 -0.037 -0.220
H -8.008400 -2.406970 20.615000 0.372 -0.037 -0.217
H -6.605220 -2.681870 21.730770 -0.390 0.328 0.151
H -8.203820 -3.465820 21.984040 0.412 -0.230 -0.095
H -8.554660 -4.231260 19.185270 0.186 -0.091 -0.343
H -8.737160 -5.224910 20.564370 0.091 -0.243 0.016
H -8.612750 -6.667560 18.776670 -0.010 -0.335 -0.371
H -7.072860 -6.946420 19.560300 0.252 0.110 -0.174
H -7.179090 -6.051100 17.979360 0.178 0.119 0.213
H -5.345000 -4.554030 21.968810 -0.271 0.065 0.019
H -5.619830 -5.880640 20.811040 0.277 -0.222 0.330
H -6.436090 -6.666810 23.019790 0.396 0.016 0.208
H -7.846360 -6.473580 22.046930 -0.182 0.168 -0.321
H -9.035990 -5.011690 24.961000 0.171 0.375 -0.498
H -7.587100 -5.943280 25.253410 0.253 0.169 0.186
H -8.736210 -6.556280 24.162390 -0.287 0.109 -0.590
C -1.839330 -8.694710 22.828030 0.593 0.902 -0.346
C -1.235360 -9.843300 23.598550 0.268 -0.266 0.305
N 0.187600 -10.276040 23.143210 0.616 -1.424 -1.321
C 0.177610 -10.738500 21.650460 0.228 0.593 0.835
C 1.161360 -9.078720 23.349720 -1.443 0.449 -0.329
C 2.573320 -9.355870 23.010990 1.025 -0.615 0.294
C 0.730720 -11.565300 23.839990 -2.897 0.969 1.217
C 0.652390 -11.514200 25.393600 1.809 -0.677 0.670
O 1.244440 -10.415580 26.004790 0.167 1.878 -0.419
C 0.954980 -10.282170 27.424070 0.054 -1.792 -1.053
H -1.212640 -7.812590 22.959280 -0.071 0.126 0.000
H -2.784350 -8.362560 23.257820 -0.020 -0.368 0.193
H -1.992160 -8.807830 21.754740 0.015 -0.436 0.043
H -1.913590 -10.696570 23.604570 0.384 -0.451 -0.261
H -1.163400 -9.524100 24.638270 0.377 -0.063 0.030
H 1.053970 -11.370670 21.507440 0.069 0.349 -0.090
H 0.218290 -9.890710 20.966580 -0.007 0.119 0.190
H -0.683760 -11.366060 21.421740 -0.302 0.231 0.409
H 1.010250 -8.815110 24.396510 0.116 0.191 -0.177
H 0.731730 -8.340080 22.673020 0.260 0.305 0.253
H 2.716130 -9.629510 21.965600 0.073 -0.187 0.020
H 2.971890 -10.074680 23.726910 0.086 -0.490 -0.301
H 3.252040 -8.519460 23.177900 -0.608 0.518 -0.110
H 1.584490 -11.985840 23.308660 0.415 0.825 0.634
H -0.075040 -12.271540 23.639770 -0.090 -0.302 -0.260
H 1.250350 -12.360650 25.731350 0.116 -0.766 -0.225
H -0.309210 -11.748410 25.850280 -0.716 0.408 -0.630
H -0.131340 -10.328580 27.500580 -0.050 0.518 0.529
H 1.452660 -9.439590 27.904150 -0.290 0.142 -0.649
H 1.356170 -11.206620 27.839450 -0.030 -0.004 0.628
C 1.390990 -10.798280 18.159940 0.043 0.275 -1.549
C 2.153110 -11.413130 16.939660 0.618 0.343 0.701
N 3.444080 -10.638230 16.419120 -0.103 -0.871 -0.868
C 4.489630 -10.562290 17.554830 -1.276 0.170 1.176
C 4.107870 -11.492620 15.318700 0.236 -0.003 -0.180
C 3.329500 -11.831680 14.037310 -0.620 -0.459 0.319
C 2.975700 -9.281500 15.862850 0.605 0.953 1.600
C 4.014540 -8.412130 15.112580 0.101 -1.028 -0.464
O 5.224960 -8.289250 15.817550 1.981 -0.118 -0.532
C 6.451040 -7.953680 15.031740 -0.716 0.124 -0.947
H 0.846850 -9.912880 17.831170 0.446 0.398 0.237
H 2.014300 -10.600870 19.032070 -0.046 0.157 -0.198
H 0.547780 -11.442310 18.409560 0.209 -0.602 0.100
H 1.504290 -11.568230 16.077640 -0.004 0.534 -0.069
H 2.482650 -12.407140 17.242070 0.550 0.014 -0.136
H 5.518060 -10.259510 17.357950 -0.379 -0.342 -1.043
H 4.403380 -11.517610 18.072540 0.443 -0.255 -0.383
H 4.181210 -9.863560 18.332500 -0.563 0.481 -0.340
H 4.438310 -12.409430 15.806930 -0.142 -0.002 0.109
H 5.030000 -10.974470 15.055470 -0.148 0.277 0.111
H 3.983230 -12.173580 13.234910 0.459 0.620 0.102
H 2.657880 -11.059120 13.662890 0.257 0.189 0.002
H 2.717450 -12.728240 14.135600 -0.334 0.028 0.537
H 2.674580 -8.813460 16.800060 -0.115 0.473 -0.042
H 2.092350 -9.380030 15.231910 0.025 -0.464 0.041
H 3.598760 -7.442860 14.837370 -0.424 0.189 0.486
H 4.089300 -8.907510 14.144530 0.794 -0.158 -0.344
H 7.428450 -7.978980 15.513540 -0.748 -0.046 1.376
H 6.402510 -6.977520 14.549200 -0.508 0.282 0.391
H 6.677950 -8.604670 14.187450 -0.899 -0.704 -0.100
O -7.877230 -6.345380 15.182120 0.175 -1.312 2.257
C -7.853250 -5.749530 14.003710 0.116 4.382 -3.162
O -8.039360 -4.525920 13.922080 -0.337 0.383 1.350
O -7.564340 -6.442210 13.017020 0.711 -2.600 -0.739
H -7.624220 -7.197660 14.819900 -0.189 -1.065 0.768
O -8.328280 -9.178990 16.181370 2.445 0.487 0.162
C -9.423940 -9.857180 16.494650 -4.468 -3.456 -0.645
O -10.258850 -9.327980 17.229210 0.301 1.956 2.025
O -9.647370 -10.989720 16.022520 1.998 -0.957 -1.087
H -8.379890 -8.664510 16.990230 0.669 1.603 -0.161
O -2.821960 -8.719860 19.037630 -0.155 -0.057 -0.158
C -3.541910 -7.587820 19.318060 -2.547 3.050 -0.055
O -4.555840 -7.252070 18.667560 0.324 -1.903 -0.775
O -3.142210 -6.856860 20.253520 1.705 -0.494 0.927
H -2.126950 -8.558720 19.679970 0.836 -0.454 0.125
O 0.112700 -6.557390 26.119320 2.374 -2.005 1.237
C -0.565670 -5.653450 25.451510 1.072 4.369 1.149
O -1.548180 -6.181980 24.934200 -3.451 -0.651 -3.031
O -0.179850 -4.487520 25.506510 -0.307 0.823 -0.906
H -0.467020 -7.158440 25.645770 0.165 -2.751 0.891
O -0.622850 -8.551970 13.382110 -0.153 3.812 -0.545
C -0.837440 -9.746260 13.791800 1.444 -4.667 2.630
O -0.926960 -10.602520 12.914610 -1.142 -1.550 -1.717
O -0.717830 -10.037890 15.013110 -0.438 0.629 1.437
H -0.807900 -8.753920 12.462020 0.243 0.973 -1.158
O 0.573230 -7.692550 19.697440 -3.256 -0.759 -1.219
C 1.805630 -7.426590 20.009680 7.287 0.631 2.612
O 2.000830 -6.575940 20.941080 -1.631 -0.376 -1.025
O 2.771210 -8.072040 19.501830 -1.718 -0.413 -0.869
H 0.194450 -7.016760 20.264380 -1.158 0.321 0.311